1.
15
Properties=species:S:1:pos:R:3:forces:R:3:lowdin_charge:R:1 method="wB97M-V/def2-TZVPD" homo_lumo_gap_ev=9.870 de_lowest_kj_mol=77.98 spin_multiplicity=1 e_homo_ev=-9.20 e_tot_ev=-35429.503
H -2.695 -1.664 0.620 -0.5 -1.1 0.1 0.081
Cl -0.343 0.928 2.806 -0.2 0.4 -0.6 0.603
O 1.350 -0.343 -0.657 0.4 -1.2 -1.2 -0.003
H 3.467 -0.379 -0.379 -2.0 -1.9 -1.4 0.146
H 2.510 -2.037 -0.653 0.1 0.0 0.5 0.087
Cl -1.436 1.957 0.212 0.3 1.2 0.1 0.686
C -2.534 -0.627 0.732 0.5 1.9 -2.6 -0.121
C 1.469 0.485 0.299 -3.3 2.7 2.6 -0.405
H 2.912 -1.048 -2.032 -1.0 0.6 0.8 0.101
H -2.903 -0.059 -0.193 0.0 -1.0 1.3 0.085
C -0.534 0.728 1.034 2.1 -2.5 -1.1 -1.112
C 2.601 -1.000 -0.955 3.2 0.9 0.1 -0.023
O -1.128 -0.493 0.741 2.1 0.3 0.3 -0.302
O 2.376 1.082 0.781 -0.7 -0.6 -0.2 0.115
H -2.913 -0.178 1.601 -1.0 0.3 1.3 0.062

***

2.
28
Properties=species:S:1:pos:R:3:forces:R:3:lowdin_charge:R:1 method="wB97M-V/def2-TZVPD" homo_lumo_gap_ev=6.300 de_lowest_kj_mol=494.65 total_charge=-2 spin_multiplicity=1 e_homo_ev=-4.63 e_tot_ev=-96961.125
F 6.187 0.027 0.141 -0.8 -0.3 -0.7 0.097
H -7.008 -0.274 -1.210 0.3 0.0 0.3 0.080
C -7.428 -1.668 -3.772 -0.4 1.1 0.7 -0.071
Mg -3.000 0.116 -1.078 0.8 -0.3 0.1 0.893
C 6.332 1.487 4.306 -0.6 -3.1 -1.6 -0.646
S 3.710 0.134 1.267 0.5 -1.3 -0.2 0.688
S 5.184 0.166 3.337 2.2 -1.2 3.0 0.553
Cl -2.111 -3.165 -1.123 -0.6 1.6 0.0 -0.625
H -7.809 -1.621 -4.793 -0.2 -0.1 0.1 0.054
H -8.428 0.051 -2.744 0.0 0.0 0.0 0.100
F 7.115 2.168 3.483 -0.2 0.9 -0.3 0.118
N 4.402 1.203 2.461 -1.1 -2.3 -3.1 -0.298
O -6.481 -0.237 -2.012 -0.5 0.3 0.4 -0.116
F 4.939 1.556 -0.638 -0.2 1.5 -1.0 0.152
C -7.426 -0.202 -3.089 1.3 -2.2 -0.9 -0.258
H -6.498 -2.235 -3.780 0.6 0.9 -0.1 0.067
Cl -3.637 1.521 2.004 0.1 -0.7 -1.6 -0.640
Cl -1.923 1.742 -3.886 -0.7 -0.7 1.3 -0.641
O 3.836 -1.331 1.506 -0.7 3.1 -0.3 -0.342
H -8.019 -2.356 -3.169 -0.6 0.3 0.0 0.054
O 2.431 0.663 0.870 0.8 0.0 0.0 -0.309
F 7.205 0.747 5.042 -0.7 0.6 0.6 0.078
O 6.118 -0.773 2.694 -0.7 1.8 1.1 -0.349
F 4.525 -0.488 -1.244 0.4 0.4 0.4 0.125
H -7.054 0.574 -3.758 -0.2 -0.2 -0.3 0.102
O 4.349 -0.403 4.394 0.9 0.6 -0.6 -0.337
F 5.565 2.274 5.038 0.6 0.3 0.4 0.133
C 4.923 0.321 -0.248 -0.2 -1.1 2.1 -0.662

***

3.
12
Properties=species:S:1:pos:R:3:forces:R:3:lowdin_charge:R:1 method="wB97M-V/def2-TZVPD" homo_lumo_gap_ev=10.096 de_lowest_kj_mol=134.88 spin_multiplicity=1 e_homo_ev=-9.10 e_tot_ev=-18256.043
H -0.209 -1.461 -0.401 -0.3 0.1 0.6 0.122
H -0.263 1.635 0.051 0.3 -0.4 0.2 0.116
H 1.997 0.574 -0.806 0.1 -0.1 0.2 0.102
H -2.575 1.558 0.176 -0.1 0.2 0.0 0.055
C -2.003 0.654 0.107 0.4 -0.9 0.0 -0.554
H 2.053 -1.246 -1.063 0.2 -0.2 -0.2 0.092
C 1.645 -0.414 -0.522 -0.5 0.7 0.7 -0.128
Cl -2.979 -0.781 0.061 -0.1 0.0 0.0 0.599
H 1.450 0.112 1.480 -0.1 -0.2 -0.2 0.092
C -0.677 0.617 0.067 0.0 1.2 -0.3 -0.163
C 0.236 -0.532 -0.047 -0.3 -0.6 -0.8 -0.361
N 1.326 -0.718 0.898 0.5 0.2 -0.2 0.028